# C48H109N3O29

12 unconnected molecules or ions with the total composition C48H109N3O29 (ωB97M-V/def2-TZVPD, the Open Molecules 2025 dataset).

Values from the calculation:
SMILES	CCOC(=O)OC.CCOC(=O)OC.CCOC(=O)OC.CCOC(=O)OC.CCOC(=O)OC.CCOC(=O)OC.CCOC(=O)OC.COCCNCCOC.COCCNCCOC.COCCNCCOC.CO.CO
multiplicity	1
energy relative to the best compared isomer or geometry (same formula, charge and spin)	0.000	eV
Kohn-Sham gap	8.84	eV
energy	-115388.7271	eV

Last column: Mulliken charge in e.
Atoms and positions in Å:
C1 -2.76370 4.09746 5.22913  -1.42
C2 -2.53662 2.79759 4.48709  -0.31
O1 -1.52180 2.92923 3.48865  0.04
C3 -0.27408 2.56480 3.76099  0.44
O2 0.16618 2.26039 4.84040  -0.65
O3 0.38991 2.59853 2.61796  0.12
C4 1.80401 2.37695 2.65479  -0.75
H1 -1.85440 4.49112 5.67974  0.34
H2 -3.48694 3.91129 6.02653  0.43
H3 -3.18434 4.86849 4.58081  0.29
H4 -3.41625 2.50953 3.92279  0.38
H5 -2.32418 2.02833 5.23124  0.39
H6 2.25396 2.77320 3.55961  0.56
H7 2.16828 2.93314 1.79256  -0.25
H8 2.02734 1.32649 2.47488  0.27
C5 -0.70131 -1.46775 3.93563  0.63
C6 0.14742 -1.71234 5.16473  -1.01
O4 -0.72314 -2.03388 6.26282  -0.13
C7 -0.11670 -2.12754 7.44657  0.63
O5 1.05774 -1.96936 7.65069  -0.57
O6 -1.03412 -2.43800 8.35623  -0.34
C8 -0.56968 -2.46197 9.71093  -0.68
H9 -1.56444 -0.84738 4.16520  0.19
H10 -0.98685 -2.41298 3.48406  0.29
H11 -0.06613 -0.89090 3.25714  -0.56
H12 0.73974 -0.83076 5.41614  0.40
H13 0.85561 -2.53122 5.02011  0.34
H14 -0.13122 -3.43681 9.91944  0.28
H15 -1.43862 -2.28625 10.33551  0.23
H16 0.17534 -1.68754 9.87789  0.33
C9 -6.94846 -2.21908 -6.09587  -1.32
C10 -5.94654 -1.54986 -5.19205  0.30
O7 -6.65130 -0.90592 -4.12172  -0.30
C11 -6.01974 -0.38288 -3.07594  0.66
O8 -6.60114 -0.01240 -2.09869  -0.53
O9 -4.69279 -0.38072 -3.28208  -0.24
C12 -3.80887 0.08679 -2.27887  -0.55
H17 -7.50363 -2.98910 -5.55824  0.34
H18 -6.36216 -2.78339 -6.82813  0.39
H19 -7.61945 -1.51320 -6.57192  0.32
H20 -5.36561 -0.79297 -5.72964  -0.07
H21 -5.18794 -2.23351 -4.80463  0.27
H22 -3.00328 -0.64267 -2.15524  0.25
H23 -4.22559 0.17398 -1.27774  0.19
H24 -3.33716 1.02455 -2.57244  0.25
C13 -3.81219 -2.74919 3.99034  -0.45
C14 -5.10737 -3.42924 3.55860  -0.18
O10 -5.79702 -4.00572 4.66645  -0.37
C15 -6.79345 -3.29704 5.18119  0.76
O11 -7.24485 -2.27226 4.74605  -0.57
O12 -7.22231 -3.94153 6.27280  -0.33
C16 -8.27568 -3.32529 7.00202  -0.69
H25 -3.24423 -3.31151 4.72637  0.40
H26 -4.06677 -1.76535 4.40594  0.28
H27 -3.24924 -2.47355 3.09955  -0.12
H28 -4.87879 -4.21999 2.84603  0.09
H29 -5.70429 -2.68557 3.03433  0.34
H30 -9.23288 -3.76980 6.74264  0.26
H31 -8.32074 -2.25165 6.82256  0.34
H32 -8.04534 -3.44252 8.05970  0.25
C17 2.35837 -0.67230 -2.43541  0.18
C18 1.56488 0.59414 -2.25554  -0.69
O13 1.09817 0.74989 -0.90368  0.77
C19 -0.09131 0.23063 -0.60012  0.23
O14 -0.76410 -0.48829 -1.29414  -0.77
O15 -0.37226 0.61254 0.63287  0.62
C20 -1.63901 0.20376 1.15690  0.21
H33 1.71691 -1.55301 -2.34266  -0.11
H34 3.11401 -0.76080 -1.65421  -0.38
H35 2.79586 -0.71531 -3.43285  -0.14
H36 0.74302 0.66486 -2.96734  0.53
H37 2.21809 1.45361 -2.41671  0.08
H38 -1.77768 0.75323 2.08442  -0.53
H39 -1.58044 -0.85930 1.38957  0.29
H40 -2.45452 0.44052 0.47679  -0.45
C21 0.32412 -4.06204 -0.76100  -1.01
C22 -1.00258 -3.69787 -0.13977  1.05
O16 -1.96164 -4.72733 -0.44547  -0.36
C23 -3.21624 -4.48293 -0.09630  0.81
O17 -3.60634 -3.52967 0.52400  -0.50
O18 -3.97055 -5.49180 -0.53545  -0.41
C24 -5.34198 -5.45589 -0.18948  -0.65
H41 0.77085 -4.88621 -0.20726  0.40
H42 0.96950 -3.18550 -0.67284  -0.16
H43 0.27190 -4.26599 -1.82938  0.40
H44 -1.37074 -2.73051 -0.47741  -0.31
H45 -0.88367 -3.66751 0.94809  -0.04
H46 -5.91764 -5.81752 -1.03994  0.28
H47 -5.69637 -4.45244 0.04314  0.30
H48 -5.54698 -6.09907 0.66721  0.28
C25 7.74544 -1.22944 -2.21228  -1.13
C26 6.51410 -1.14697 -3.07732  0.18
O19 6.88489 -1.60451 -4.40279  -0.29
C27 5.97830 -1.45895 -5.35220  0.71
O20 4.82842 -1.13558 -5.21872  -0.53
O21 6.53352 -1.81017 -6.51855  -0.37
C28 5.73624 -1.60718 -7.67302  -0.59
H49 8.10138 -2.24636 -2.03702  0.37
H50 7.48390 -0.84274 -1.22548  0.09
H51 8.57481 -0.67194 -2.64559  0.35
H52 6.14753 -0.12400 -3.12977  0.21
H53 5.73848 -1.82081 -2.71063  0.18
H54 4.86610 -2.26113 -7.68081  0.29
H55 6.36543 -1.87678 -8.52139  0.24
H56 5.46522 -0.55970 -7.80057  0.25
C29 2.36880 -1.98396 1.44626  -0.63
O22 3.29042 -1.12735 2.06771  -0.10
C30 3.18390 -1.08286 3.47809  0.17
C31 4.41613 -0.38785 3.98566  -0.96
N1 5.58715 -1.24062 3.82404  -0.45
C32 6.81729 -0.59187 4.32250  -0.40
C33 7.99437 -1.31550 3.72233  -0.78
O23 8.06722 -1.00633 2.33076  -0.25
C34 9.10178 -0.11738 2.00020  -0.75
H57 2.63565 -2.01825 0.39411  0.16
H58 1.34977 -1.56837 1.53150  0.07
H59 2.32968 -2.98368 1.89616  0.47
H60 3.13511 -2.11927 3.83683  0.58
H61 2.27367 -0.57231 3.82260  -0.45
H62 4.25982 -0.12555 5.03776  0.55
H63 4.54251 0.57057 3.45433  0.29
H64 5.74907 -1.26114 2.81574  0.24
H65 6.83742 -0.64455 5.41547  0.42
H66 6.83208 0.47234 4.03817  0.26
H67 7.82301 -2.39123 3.78948  0.29
H68 8.93237 -1.07605 4.22988  0.51
H69 8.95801 0.84056 2.51783  0.34
H70 9.06817 0.06424 0.92768  0.15
H71 10.09391 -0.51086 2.24721  0.35
C35 -2.91890 3.49603 -6.74613  -0.92
O24 -2.25613 2.49999 -6.01967  -0.17
C36 -2.36909 1.21754 -6.59422  -0.68
C37 -1.60864 0.24482 -5.72554  -0.63
N2 -0.21239 0.58002 -5.51837  0.38
C38 0.70754 0.07332 -6.53833  -1.04
C39 2.06854 0.69435 -6.30917  0.54
O25 1.93549 2.09273 -6.21832  -0.38
C40 3.16665 2.70663 -5.91804  -0.65
H72 -4.00483 3.45510 -6.60938  0.31
H73 -2.65996 3.46095 -7.81099  0.34
H74 -2.57951 4.46232 -6.36892  0.24
H75 -1.94899 1.23041 -7.61299  0.39
H76 -3.41839 0.90325 -6.67070  0.42
H77 -1.67053 -0.77003 -6.13095  0.47
H78 -2.10443 0.17795 -4.75260  -0.07
H79 -0.12419 1.59082 -5.49920  0.06
H80 0.36056 0.28914 -7.56434  0.29
H81 0.74318 -1.01093 -6.41159  0.40
H82 2.77505 0.37192 -7.08107  0.46
H83 2.43221 0.33310 -5.33601  -0.46
H84 3.06637 3.77644 -6.09429  0.26
H85 3.96837 2.30124 -6.54248  0.29
H86 3.43070 2.56608 -4.86042  0.17
C41 -0.28998 3.58986 -3.24304  0.28
O26 -1.14494 3.65458 -2.12851  -0.28
C42 -0.47389 4.14481 -0.97724  -0.27
C43 -1.40539 3.98823 0.19396  -0.23
N3 -2.54141 4.88480 0.09435  -0.34
C44 -3.40736 4.84749 1.27398  -1.00
C45 -4.07519 3.50995 1.54169  0.96
O27 -5.05038 3.30676 0.53814  -0.43
C46 -5.55822 2.00054 0.56714  -0.10
H87 0.23953 4.53427 -3.43133  0.41
H88 -0.87769 3.29564 -4.11023  -0.33
H89 0.47316 2.82260 -3.06471  -0.15
H90 -0.20426 5.19131 -1.16466  0.55
H91 0.44294 3.55428 -0.83349  -0.11
H92 -0.82919 4.24945 1.08763  0.11
H93 -1.63667 2.91942 0.29439  0.02
H94 -3.09681 4.61264 -0.71281  0.41
H95 -4.17799 5.61172 1.17104  0.37
H96 -2.78622 5.09895 2.13998  0.35
H97 -4.61727 3.57150 2.49898  0.63
H98 -3.35870 2.68318 1.56438  -0.91
H99 -4.72736 1.28762 0.47378  -0.33
H100 -6.26832 1.82575 -0.23731  0.28
H101 -6.09382 1.76246 1.49984  0.33
C47 5.21822 0.59141 0.22461  0.98
O28 6.15121 1.36896 -0.51811  -0.54
H102 4.82666 -0.24276 -0.36671  -0.01
H103 5.71541 0.17951 1.10111  -0.31
H104 4.36910 1.17430 0.58915  -0.42
H105 5.67173 2.03803 -1.01288  0.26
C48 3.57119 4.08307 -0.36911  -0.50
O29 2.86521 5.12921 0.26917  -0.51
H106 3.74182 3.24408 0.30097  -0.07
H107 3.05948 3.65728 -1.24395  0.24
H108 4.54599 4.45822 -0.70717  0.47
H109 2.76583 5.82814 -0.38309  0.33

Cartesian forces, eV/Å:
-0.3 0.2 -0.1
-0.1 0.3 0.6
-0.3 -0.1 -0.3
0.2 -0.1 0.4
-0.1 -0.1 0.0
0.2 0.1 -0.1
0.0 0.2 -0.7
0.1 -0.2 0.0
0.0 0.1 0.0
0.1 0.0 0.0
-0.1 -0.1 0.1
0.4 -0.2 -0.3
-0.1 -0.2 0.2
0.1 0.0 0.1
0.0 -0.1 0.3
0.8 0.2 0.2
0.1 0.2 0.1
0.0 0.0 0.0
0.0 -0.1 -0.2
0.1 0.1 0.0
-0.2 0.2 0.2
0.1 -0.1 -0.1
-0.1 -0.1 0.1
-0.2 0.1 -0.2
-0.2 -0.2 -0.2
-0.2 0.0 0.1
-0.1 0.0 0.0
0.0 0.0 0.1
-0.1 -0.1 0.0
0.0 0.0 0.0
0.6 -0.7 0.2
0.6 0.6 -0.1
-0.6 -0.2 -0.1
0.5 -0.3 0.0
0.1 0.2 0.1
-0.2 0.0 -0.2
1.1 -0.2 0.8
-0.2 0.2 0.1
-0.2 0.3 -0.3
-0.1 0.0 -0.1
-0.2 0.0 -0.1
-0.3 -0.2 0.2
-0.1 0.0 -0.4
-0.7 0.1 -0.3
-0.3 0.1 -0.1
-0.8 0.9 0.0
0.9 0.4 -0.6
0.0 -0.1 0.0
-0.2 -0.1 0.1
0.0 0.2 0.0
0.2 0.0 -0.1
0.0 0.6 0.4
0.2 -0.1 -0.2
0.0 -0.2 0.4
0.2 -0.5 -0.1
-0.2 -0.2 0.2
-0.3 -0.2 0.2
0.0 -0.1 0.0
0.0 -0.1 -0.3
-0.1 -0.3 -0.1
-0.4 -0.6 0.2
0.2 0.1 -0.3
-0.1 0.2 -0.1
0.4 -0.2 -0.1
-0.1 0.0 -0.1
-0.2 0.4 0.4
0.2 -0.2 0.2
-0.1 0.1 0.0
0.2 0.1 -0.2
0.2 0.1 0.1
-0.1 -0.1 0.1
-0.1 0.1 0.1
0.1 0.1 -0.1
-0.4 -0.1 -0.2
0.1 -0.2 -0.1
0.0 0.4 0.1
0.0 0.0 0.3
0.1 -0.1 -0.3
0.1 -0.2 0.1
0.0 0.3 0.2
0.3 0.0 -0.1
-0.9 0.1 0.1
0.1 -0.1 -0.3
0.1 -0.1 0.2
-0.2 -0.2 0.1
-0.1 -0.1 -0.1
-0.1 0.1 0.0
0.2 -0.1 0.0
0.3 0.0 0.0
0.2 0.0 0.0
0.1 -0.2 0.4
0.2 -0.6 -0.1
0.2 0.3 0.1
0.0 -0.6 -0.3
-0.3 0.4 0.2
0.4 0.2 0.2
0.1 -0.1 -0.6
-0.2 -0.1 -0.3
0.2 0.3 -0.1
-0.1 0.2 0.1
-0.1 0.0 -0.1
-0.2 0.2 0.0
-0.1 0.2 0.2
0.1 -0.1 0.2
-0.2 0.0 0.2
-0.6 0.5 0.1
0.1 0.1 -0.1
-0.1 -0.3 -0.1
0.0 0.2 0.5
0.5 0.7 -0.3
-0.7 -0.2 0.3
0.0 0.0 -0.3
0.1 -0.4 0.0
0.0 0.5 0.0
0.0 -0.2 0.0
0.1 0.0 -0.1
0.3 0.0 -0.1
0.1 0.1 0.3
0.0 0.1 -0.3
0.2 -0.2 0.0
-0.1 0.0 0.0
-0.2 -0.5 0.1
0.0 0.0 0.0
0.2 0.0 0.0
0.0 0.0 0.1
0.0 0.1 0.0
0.1 0.0 -0.1
-0.1 0.0 0.0
-0.1 -0.1 0.1
0.1 0.6 0.0
0.1 -0.2 0.2
0.1 -0.2 -0.4
0.0 -0.5 0.5
0.3 0.2 -0.1
-0.6 0.4 0.1
-0.2 -0.7 0.8
0.1 0.2 -0.6
-0.1 0.1 0.2
0.0 -0.2 -0.1
-0.1 -0.1 0.0
0.0 -0.1 0.1
-0.1 0.1 0.0
-0.1 0.1 0.0
0.0 0.1 -0.2
0.0 0.2 0.0
0.0 0.0 0.1
0.1 0.0 0.1
0.3 0.0 -0.2
0.1 0.2 -0.1
0.2 -0.1 -0.2
0.0 0.0 -0.1
0.1 0.1 0.0
0.0 -0.1 -0.1
0.2 -0.3 0.1
-0.1 0.1 -0.1
-0.1 -0.3 -0.5
0.7 0.3 0.4
-0.4 -0.3 0.0
0.6 -0.2 0.0
-0.8 0.6 0.0
0.1 0.0 -0.3
-0.1 -0.6 0.2
-0.2 0.1 0.0
0.0 0.1 0.0
0.1 0.1 -0.1
0.0 0.1 0.3
0.0 0.1 0.2
-0.1 0.0 0.0
-0.2 0.0 -0.1
0.1 0.1 0.0
0.0 0.0 0.0
-0.1 0.1 0.0
0.3 -0.2 0.1
0.0 0.0 0.0
-0.2 -0.1 0.0
0.2 0.2 -0.2
0.2 0.2 0.1
-0.2 -0.1 0.1
0.0 0.0 0.1
0.0 0.0 0.0
0.2 0.0 -0.1
0.0 0.0 -0.1
0.0 0.0 0.0
0.5 0.0 -0.6
-0.1 -0.4 0.0
-0.1 0.3 0.4
-0.2 0.2 0.1
0.0 -0.2 0.0
-0.1 0.1 0.1